--- P ---
A molecular structure, C13H18N6O9RuS, computed with ωB97M-V with the def2-TZVPD basis set.

XYZ file:
```
48
Properties=species:S:1:pos:R:3:nbo_charge:R:1
Ru -0.18 0.17 -0.04 1.08
N -0.84 0.82 1.81 -0.67
C -0.43 0.06 3.00 -0.36
C 0.18 -1.26 2.58 0.76
O 0.43 -2.15 3.35 -0.58
O 0.36 -1.34 1.28 -0.74
H -0.35 1.71 1.75 0.43
H -1.84 1.00 1.77 0.42
H -1.27 -0.14 3.67 0.24
H 0.32 0.62 3.55 0.24
N -1.11 -2.27 -0.45 -0.63
N -2.43 -2.31 -0.89 -0.42
C -2.99 -1.19 -1.34 0.33
N -4.23 -1.27 -1.82 -0.75
S -2.18 0.31 -1.32 -0.04
H -0.51 -2.81 -1.06 0.39
H -1.01 -2.60 0.50 0.42
H -2.92 -3.19 -0.88 0.40
H -4.73 -2.14 -1.89 0.41
H -4.68 -0.43 -2.16 0.43
C 3.04 -0.72 -0.49 -0.72
C 2.79 0.36 0.50 0.70
C 3.96 0.95 1.20 -0.72
O 1.67 0.80 0.75 -0.59
H 3.84 -0.41 -1.17 0.26
H 2.16 -0.98 -1.06 0.23
H 3.39 -1.60 0.06 0.27
H 4.71 0.19 1.42 0.25
H 3.65 1.46 2.11 0.25
H 4.42 1.68 0.53 0.27
O 0.77 1.53 -1.80 -0.67
C 0.23 2.49 -1.20 0.77
O -0.50 2.22 -0.17 -0.67
C 0.40 3.89 -1.65 -0.11
C 0.22 4.94 -0.77 -0.15
C 0.37 6.23 -1.24 0.03
C 0.67 6.51 -2.56 -0.14
C 0.83 5.43 -3.40 0.02
C 0.71 4.12 -2.98 -0.13
N 1.14 5.69 -4.83 0.53
O 1.27 4.73 -5.55 -0.36
O 1.25 6.85 -5.17 -0.34
N 0.20 7.35 -0.29 0.53
O 0.01 7.06 0.87 -0.37
O 0.26 8.47 -0.74 -0.34
H -0.03 4.77 0.27 0.27
H 0.77 7.53 -2.91 0.29
H 0.86 3.31 -3.68 0.28
```

Output
Molecular weight: 535.5 g mol⁻¹
Charge: +1
Frontier orbital gap (spin up / spin down): 8.34 / 8.11 eV
2S+1: 2


--- Q ---
A molecular structure, C13H18N6O9RuS, computed with ωB97M-V with the def2-TZVPD basis set.

XYZ file:
```
48
Properties=species:S:1:pos:R:3:nbo_charge:R:1
Ru -1.19 -0.53 -1.27 1.00
N -2.92 -1.88 -0.39 -0.65
C -3.90 -2.28 -1.36 -0.37
C -4.14 -0.94 -2.52 0.88
O -5.25 -0.92 -2.93 -0.53
O -3.01 -0.39 -2.63 -0.72
H -2.13 -2.50 -0.22 0.43
H -3.26 -1.43 0.45 0.42
H -4.93 -2.29 -1.02 0.25
H -3.59 -3.08 -2.02 0.23
N -0.43 0.87 -3.10 -0.63
N 0.50 0.18 -3.89 -0.42
C 0.58 -1.16 -3.84 0.34
N 1.56 -1.73 -4.54 -0.74
S -0.56 -2.12 -3.05 -0.04
H -1.30 1.06 -3.62 0.42
H -0.02 1.75 -2.78 0.40
H 1.22 0.71 -4.37 0.40
H 2.30 -1.21 -4.99 0.41
H 1.64 -2.74 -4.51 0.44
C -2.85 3.20 0.81 -0.73
C -1.90 2.23 0.19 0.66
C -0.44 2.52 0.33 -0.74
O -2.32 1.26 -0.42 -0.59
H -2.36 3.87 1.51 0.24
H -3.65 2.65 1.31 0.26
H -3.32 3.79 0.02 0.27
H -0.18 2.63 1.39 0.27
H -0.22 3.47 -0.14 0.26
H 0.16 1.72 -0.12 0.23
O 1.10 -0.71 -0.62 -0.68
C 0.72 -0.97 0.54 0.76
O -0.49 -1.24 0.79 -0.69
C 1.69 -0.78 1.67 -0.06
C 1.36 0.23 2.55 -0.17
C 2.25 0.59 3.54 0.03
C 3.45 -0.07 3.72 -0.15
C 3.73 -1.10 2.84 0.02
C 2.89 -1.46 1.80 -0.15
N 5.01 -1.82 2.99 0.54
O 5.24 -2.69 2.19 -0.36
O 5.72 -1.50 3.90 -0.34
N 1.92 1.75 4.38 0.54
O 1.03 2.47 3.98 -0.39
O 2.55 1.91 5.38 -0.33
H 0.41 0.75 2.48 0.25
H 4.15 0.20 4.50 0.29
H 3.18 -2.26 1.13 0.26
```

Output
Molecular weight: 535.5 g mol⁻¹
Charge: +1
Frontier orbital gap (spin up / spin down): 5.95 / 8.18 eV
2S+1: 2


Compare the structures above. Which one is the least stable? Q is.